DFT (ωB97M-V/def2-TZVPD) results for CH3NOSi in the gas phase at a distorted geometry.

Computed properties:
Structure (SMILES) = N#CO[SiH3]
Max |F| = 5.1 eV/Å
E_HOMO = -10.790 eV
Lowest unoccupied orbital energy = 0.24 eV
Energy above the lowest of the compared OMol25 structures with the same formula, charge and spin = 1.535 eV
HOMO-LUMO gap = 0.405 hartree

Geometry as ORCA input:
```
! wB97M-V def2-TZVPD RIJCOSX def2/J DEFGRID3
* xyz 0 1
N 4.078 0.222 -0.158
C 2.980 -0.165 0.038
O 1.774 -0.372 0.233
Si 0.173 -0.080 -0.067
H -0.251 0.259 1.457
H -0.217 1.004 -0.988
H -0.339 -1.418 -0.694
*
```

Löwdin charges, unit e, in atom order:
1 N 0.132
2 C -0.437
3 O -0.213
4 Si 0.645
5 H -0.016
6 H -0.074
7 H -0.037



DFT (ωB97M-V/def2-TZVPD) results for 2 unconnected molecules or ions with the total composition CH3NS2 at a distorted geometry.

Computed properties:
Max |F| = 2.7 eV/Å
E_HOMO = -8.780 eV
Lowest unoccupied orbital energy = -0.30 eV
Energy above the lowest of the compared OMol25 structures with the same formula, charge and spin = 3.299 eV
HOMO-LUMO gap = 0.312 hartree

Geometry as ORCA input:
```
! wB97M-V def2-TZVPD RIJCOSX def2/J DEFGRID3
* xyz 0 1
C 2.308 -0.136 -0.010
N -1.372 0.566 0.410
S 3.239 -1.197 -0.546
S -0.817 -0.234 -0.911
H 0.402 -0.330 -0.227
H -1.942 -0.135 0.850
H -1.817 1.466 0.434
*
```

Löwdin charges, unit e, in atom order:
1 C -0.605
2 N -0.484
3 S 0.691
4 S 0.604
5 H -0.225
6 H -0.007
7 H 0.025



DFT (ωB97M-V/def2-TZVPD) results for CH3NS3 in the gas phase at a distorted geometry.

Computed properties:
Max |F| = 2.1 eV/Å
E_HOMO (spin up / spin down) = -8.626 / -8.627 eV
Lowest unoccupied orbital energy (spin up / spin down) = -0.49 / -0.49 eV
Energy above the lowest of the compared OMol25 structures with the same formula, charge and spin = 3.628 eV
HOMO-LUMO gap (spin up / spin down) = 0.299 / 0.299 hartree

Geometry as ORCA input:
```
! wB97M-V def2-TZVPD RIJCOSX def2/J DEFGRID3
* xyz 0 1
C -0.771 1.241 -0.276
N 1.765 -1.042 1.181
S -0.948 -0.496 -0.338
S -1.028 2.096 -1.755
S 0.244 -0.718 1.544
H 2.224 -0.219 0.685
H -1.278 1.097 -2.570
H -0.209 -1.959 1.529
*
```

Löwdin charges, unit e, in atom order:
1 C -0.978
2 N -0.474
3 S 0.458
4 S 0.660
5 S 0.594
6 H 0.002
7 H -0.173
8 H -0.089



DFT (ωB97M-V/def2-TZVPD) results for 2 unconnected molecules or ions with the total composition CH3O2 at a distorted geometry.

Computed properties:
Max |F| = 2.4 eV/Å
E_HOMO = -2.401 eV
Lowest unoccupied orbital energy = 4.30 eV
Energy above the lowest of the compared OMol25 structures with the same formula, charge and spin = 1.088 eV
HOMO-LUMO gap = 0.246 hartree

Geometry as ORCA input:
```
! wB97M-V def2-TZVPD RIJCOSX def2/J DEFGRID3
* xyz -1 1
O -1.771 1.044 0.210
H -1.626 1.768 -0.414
O 1.373 -1.783 -0.026
C 0.829 -0.712 0.134
H 1.358 0.219 0.410
H -0.163 -0.535 -0.314
*
```

Löwdin charges, unit e, in atom order:
1 O -0.657
2 H -0.220
3 O -0.077
4 C -0.156
5 H 0.068
6 H 0.041



DFT (ωB97M-V/def2-TZVPD) results for a gas-phase ion, CH3O2 (charge +1) at a distorted geometry.

Computed properties:
Max |F| = 7.6 eV/Å
E_HOMO = -18.431 eV
Lowest unoccupied orbital energy = -8.37 eV
Energy above the lowest of the compared OMol25 structures with the same formula, charge and spin = 4.247 eV
HOMO-LUMO gap = 0.370 hartree

Geometry as ORCA input:
```
! wB97M-V def2-TZVPD RIJCOSX def2/J DEFGRID3
* xyz 1 1
C -0.950 0.020 0.024
O 1.410 0.379 -0.018
O 0.338 -0.524 -0.156
H -1.779 -0.651 0.160
H -1.025 1.050 0.378
H 2.006 -0.274 -0.387
*
```

Löwdin charges, unit e, in atom order:
1 C 0.408
2 O 0.139
3 O 0.020
4 H 0.139
5 H 0.147
6 H 0.147



DFT (ωB97M-V/def2-TZVPD) results for a gas-phase ion, CH3O2S (charge -1) at a distorted geometry.

Computed properties:
Structure (SMILES) = C=[S@@H](=O)[O-]
Max |F| = 2.0 eV/Å
E_HOMO = -3.163 eV
Lowest unoccupied orbital energy = 4.15 eV
Energy above the lowest of the compared OMol25 structures with the same formula, charge and spin = 3.075 eV
HOMO-LUMO gap = 0.269 hartree

Geometry as ORCA input:
```
! wB97M-V def2-TZVPD RIJCOSX def2/J DEFGRID3
* xyz -1 1
C 0.775 0.110 0.790
S -0.603 0.002 -0.211
O -1.373 -1.246 -0.129
O -1.332 1.256 -0.057
H 1.561 0.616 0.307
H 1.252 -0.851 0.848
H -0.280 0.113 -1.548
*
```

Löwdin charges, unit e, in atom order:
1 C -0.360
2 S 0.444
3 O -0.474
4 O -0.484
5 H -0.072
6 H -0.063
7 H 0.010



DFT (ωB97M-V/def2-TZVPD) results for 2 unconnected molecules or ions with the total composition CH3O2S2 at a distorted geometry.

Computed properties:
Max |F| = 3.9 eV/Å
E_HOMO (spin up / spin down) = -2.911 / -2.910 eV
Lowest unoccupied orbital energy (spin up / spin down) = 2.14 / 2.14 eV
Energy above the lowest of the compared OMol25 structures with the same formula, charge and spin = 2.288 eV
HOMO-LUMO gap (spin up / spin down) = 0.186 / 0.186 hartree

Geometry as ORCA input:
```
! wB97M-V def2-TZVPD RIJCOSX def2/J DEFGRID3
* xyz -1 1
C -1.223 -0.158 -0.300
O 2.547 -0.449 -0.408
O 2.177 1.506 0.973
S -2.843 -0.170 0.481
S 1.820 0.070 0.768
H -0.147 -0.197 0.286
H -1.150 0.494 -1.075
H -1.182 -1.096 -0.726
*
```

Löwdin charges, unit e, in atom order:
1 C -0.756
2 O -0.500
3 O -0.499
4 S 0.082
5 S 0.826
6 H -0.050
7 H -0.045
8 H -0.058



DFT (ωB97M-V/def2-TZVPD) results for 2 unconnected molecules or ions with the total composition CH3O2Si at a distorted geometry.

Computed properties:
Max |F| = 2.6 eV/Å
E_HOMO = -3.957 eV
Lowest unoccupied orbital energy = 4.41 eV
Energy above the lowest of the compared OMol25 structures with the same formula, charge and spin = 0.165 eV
HOMO-LUMO gap = 0.308 hartree

Geometry as ORCA input:
```
! wB97M-V def2-TZVPD RIJCOSX def2/J DEFGRID3
* xyz -1 1
C -1.262 -1.744 -1.454
O -0.015 -0.889 0.370
O -1.892 -0.852 -1.845
Si 0.599 0.503 0.660
H -0.144 1.785 0.197
H 0.743 0.500 2.199
H 1.971 0.696 -0.127
*
```

Löwdin charges, unit e, in atom order:
1 C -0.057
2 O -0.664
3 O -0.060
4 Si 0.123
5 H -0.122
6 H -0.108
7 H -0.112



energy above the lowest of the compared OMol25 structures with the same formula, charge and spin of number 4 (CH3O2)?
1.088 eV



Which of these has the highest max |F|?
number 5



Which formula does entry 2 have?
CH3NS2



Which of these has the lowest energy above the lowest of the compared OMol25 structures with the same formula, charge and spin?
CH3O2Si